[1]
This record from the OMol25 dataset describes the ion C4H10N with charge +1 in a non-equilibrium geometry. The level of theory is ωB97M-V/def2-TZVPD.

## Properties
Relative energy (zero: lowest compared OMol25 entry of this formula, charge and spin) ... 1.962 eV
HOMO level ... -13.49 eV
SMILES ... C=CCC[NH3+]
Largest force on an atom ... 4.36 eV/Å
Total charge ... +1

The geometry in XYZ format:
```
15
Properties=species:S:1:pos:R:3:forces:R:3:mulliken_charge:R:1
C -0.31644 0.84198 0.56616 -0.33 -3.36 0.95 -0.637
C -0.19638 -0.68738 0.05397 -2.54 2.71 -1.81 -0.412
C 1.15974 -1.04521 0.17690 4.15 -0.99 0.91 -0.128
C 1.96021 -1.12166 -0.90171 -0.22 -0.61 -0.49 -0.862
N -1.69709 1.21414 0.18366 -0.37 0.85 -1.54 -0.261
H -0.11971 0.93061 1.66222 -0.92 -0.28 -0.62 0.345
H 0.40068 1.50503 0.18203 0.73 0.70 -1.32 0.406
H -0.97002 -1.34578 0.52766 0.71 0.60 -0.12 0.383
H -0.37837 -0.64242 -1.09067 -0.28 -0.12 1.74 0.319
H 1.57600 -1.09853 1.26126 -0.46 -0.22 -2.09 0.274
H 2.98455 -1.40535 -0.89833 0.88 0.03 0.95 0.294
H 1.73489 -1.07033 -1.99953 -0.96 0.25 1.27 0.202
H -1.79138 1.57718 -0.82098 0.30 -0.66 1.70 0.391
H -2.33984 0.42676 0.28995 0.11 -0.08 -0.07 0.345
H -2.00685 1.92095 0.80741 -0.78 1.19 0.54 0.340
```
Positions in Å, forces in eV/Å.

=====

[2]
This record from the OMol25 dataset describes a cluster of 11 separate species, C58H67N7O26 in total in a non-equilibrium geometry. The level of theory is ωB97M-V/def2-TZVPD.

## Properties
Relative energy (zero: lowest compared OMol25 entry of this formula, charge and spin) ... 1.440 eV
HOMO level ... -9.70 eV
SMILES ... O=[N+]([O-])c1ccccc1.O=[N+]([O-])c1ccccc1.O=[N+]([O-])c1ccccc1.O=[N+]([O-])c1ccccc1.O=[N+]([O-])c1ccccc1.O=[N+]([O-])c1ccccc1.O=[N+]([O-])c1ccccc1.CCOC(=O)OC.CCOC(=O)OC.CCOC(=O)OC.CCOC(=O)OC
Largest force on an atom ... 4.10 eV/Å
Total charge ... 0

The geometry in XYZ format:
```
158
Properties=species:S:1:pos:R:3:forces:R:3:mulliken_charge:R:1
C 7.92127 5.27489 -1.86888 -0.55 -0.36 0.50 -0.400
C 8.04623 3.92228 -1.44035 1.09 2.38 -1.20 -0.628
C 6.94668 3.27572 -1.02895 -1.18 -0.71 0.49 -0.507
C 5.75322 3.98555 -1.02525 -0.43 -0.21 0.44 0.157
C 5.58092 5.29386 -1.44638 -0.15 -0.32 0.09 0.056
C 6.70867 5.97940 -1.89059 0.49 -2.09 0.64 -0.883
N 4.61013 3.31093 -0.38510 -0.42 -0.20 0.17 1.104
O 3.59750 3.99676 -0.18815 0.74 -1.11 0.00 -0.535
O 4.74838 2.13101 -0.07239 -0.64 1.30 -0.23 -0.554
H 8.79861 5.82166 -2.10909 0.74 0.25 -0.37 0.400
H 9.01994 3.46012 -1.44983 0.07 -0.09 0.03 0.421
H 6.98606 2.25769 -0.67168 -0.13 0.00 0.03 0.545
H 4.57090 5.69590 -1.37870 0.45 0.20 -0.07 0.380
H 6.67565 6.99735 -2.16088 -0.07 0.93 -0.39 0.475
C 0.54394 0.88153 -4.57332 0.54 -0.85 0.12 -0.539
C 1.40160 0.00463 -5.24972 0.42 -0.36 -0.55 -0.594
C 1.15673 -0.34700 -6.57025 -1.11 1.27 0.16 -0.509
C 0.00857 0.26097 -7.17168 1.52 -0.91 0.65 -0.148
C -0.85594 1.05196 -6.48281 -0.70 1.42 0.28 -0.321
C -0.58111 1.42771 -5.15476 -0.17 -0.70 -0.21 -0.629
N -0.26395 0.05873 -8.59017 -0.23 -0.32 -0.53 1.024
O -1.15261 0.70228 -9.13090 0.42 -0.24 0.35 -0.623
O 0.42476 -0.76848 -9.14853 0.04 -0.06 -0.27 -0.606
H 0.80812 0.96530 -3.54105 -0.23 0.72 0.55 0.782
H 2.31380 -0.39707 -4.75369 -0.93 0.34 -0.29 0.527
H 1.83953 -0.98573 -7.09087 -0.01 -0.14 -0.44 0.544
H -1.69878 1.44537 -7.06513 0.29 -0.09 0.55 0.456
H -1.26106 2.04135 -4.56299 0.19 -0.05 -0.36 0.588
C 2.95315 3.83933 -3.47126 0.36 0.12 -0.58 0.728
C 3.81905 2.75328 -3.70397 -0.57 0.50 -1.51 -0.479
C 3.98112 2.30465 -5.02402 -0.95 -0.15 -0.60 -0.744
C 3.21213 2.91748 -6.05031 0.57 0.57 1.70 -0.065
C 2.38373 3.99839 -5.81826 -0.02 0.57 0.53 -0.263
C 2.25470 4.49061 -4.52650 0.91 -0.89 1.04 -0.798
N 3.26154 2.44168 -7.39973 -0.16 -1.99 -0.86 1.164
O 2.69517 3.04766 -8.28843 0.32 0.23 0.24 -0.635
O 3.77464 1.33451 -7.55070 0.13 0.58 -0.20 -0.611
H 2.94510 4.18914 -2.44299 -0.51 0.19 -0.23 -0.326
H 4.36161 2.27328 -2.90308 -0.01 0.00 0.05 0.566
H 4.57435 1.42409 -5.29997 -0.13 0.56 0.26 0.421
H 1.87204 4.49892 -6.62973 0.02 -0.26 -0.05 0.524
H 1.63889 5.35844 -4.32675 0.04 -0.19 0.02 0.475
C -3.73386 -1.61721 7.09635 -1.21 0.10 1.56 -0.866
C -3.29714 -0.31045 7.06387 0.58 1.24 -0.24 -0.466
C -2.45516 0.16497 6.01938 -1.00 -0.76 1.21 -0.866
C -2.10123 -0.79270 5.10271 0.48 -0.75 -0.93 0.351
C -2.47694 -2.13625 5.16676 -0.01 0.77 -0.13 -0.311
C -3.31632 -2.53323 6.17641 0.37 -0.93 -0.98 -0.498
N -1.25726 -0.39181 3.95067 -0.34 0.24 0.82 1.403
O -0.75345 0.71901 4.03538 0.15 -0.24 -0.61 -0.693
O -1.12081 -1.17382 3.03570 0.18 0.31 0.05 -0.332
H -4.46914 -1.90654 7.87564 0.70 0.17 -0.51 0.374
H -3.61315 0.34796 7.88062 0.12 -0.06 -0.53 0.381
H -2.12463 1.19360 5.91708 -0.08 -0.25 0.14 0.527
H -2.23336 -2.85715 4.40713 0.55 0.31 0.00 0.462
H -3.61612 -3.57107 6.10215 -0.30 0.14 0.63 0.579
C 0.26617 6.44240 1.85693 0.62 -0.13 -0.13 -0.624
C -1.07416 6.48958 1.47273 0.22 0.48 1.16 -0.515
C -1.51584 6.12756 0.22388 -0.32 0.07 0.12 -0.497
C -0.53678 5.68812 -0.65412 -0.25 -0.57 0.18 -0.240
C 0.77708 5.54188 -0.30096 0.92 0.14 1.18 0.396
C 1.20579 5.93883 0.97887 -0.40 -0.37 -1.00 -0.572
N -0.94577 5.18071 -1.94850 0.84 0.31 -1.43 1.008
O -2.12053 5.19186 -2.20898 -0.59 -0.28 -0.10 -0.621
O -0.06411 4.84355 -2.74712 -0.71 0.00 0.80 -0.504
H 0.61355 6.77310 2.83652 -0.44 -0.11 -0.14 0.397
H -1.74070 6.81586 2.25357 -0.53 0.14 -0.18 0.429
H -2.58255 6.16156 -0.02697 0.62 -0.08 -0.07 0.506
H 1.50394 5.05764 -0.92381 -0.07 0.02 -0.47 0.267
H 2.24683 5.76142 1.22022 -0.10 0.22 0.20 0.538
C 2.21055 -0.99184 4.00945 -0.25 0.31 -1.67 -0.766
C 1.99892 -0.56717 2.67585 1.99 -1.47 1.30 0.548
C 3.03334 -0.74519 1.76251 -1.32 1.63 -0.50 0.109
C 4.23867 -1.17957 2.22424 0.86 -0.26 -0.33 -0.112
C 4.48593 -1.59503 3.50535 -0.92 -0.15 0.49 -0.626
C 3.41927 -1.54651 4.39867 -0.48 0.32 0.56 -0.781
N 5.35641 -1.26445 1.28991 1.10 -0.67 -1.86 1.092
O 6.50769 -1.31553 1.74693 -1.58 0.23 -0.67 -0.644
O 5.08066 -1.34935 0.07580 0.60 0.38 2.12 -0.535
H 1.40043 -0.90169 4.70953 -0.13 0.00 0.29 0.422
H 1.08414 -0.17881 2.36654 -1.31 0.47 -0.20 -0.043
H 2.90803 -0.34479 0.74606 0.26 -0.61 0.40 0.354
H 5.45799 -1.97823 3.69390 0.53 -0.23 0.56 0.587
H 3.39783 -1.86308 5.44122 0.85 -0.18 -0.30 0.390
C -5.04002 -1.51401 1.21277 0.47 0.13 0.07 -0.952
C -6.33416 -1.76224 1.67349 0.51 1.30 -1.28 -0.726
C -6.50547 -2.70704 2.62861 -1.37 -1.36 1.04 -0.455
C -5.41609 -3.40141 3.10116 1.61 -0.18 -0.01 -1.276
C -4.09227 -3.12941 2.71850 -1.00 -0.41 -0.14 0.153
C -3.92413 -2.19895 1.70954 0.59 0.69 -0.12 0.701
N -5.61131 -4.45012 4.11008 0.47 1.23 0.86 1.218
O -6.75826 -4.63010 4.47176 0.70 -0.87 0.13 -0.693
O -4.58331 -4.91527 4.62493 -1.53 -0.30 -0.49 -0.608
H -4.86091 -0.72784 0.48867 -0.13 -0.14 -0.12 0.425
H -7.16190 -1.18404 1.24359 0.29 -0.37 0.37 0.420
H -7.48812 -2.98663 3.03355 0.48 0.27 -0.32 0.509
H -3.26246 -3.68798 3.15348 -0.56 0.26 -0.41 1.134
H -2.90168 -1.96421 1.33547 -0.95 -0.15 0.30 0.224
C -3.20184 3.92231 4.97230 0.64 -0.48 0.26 -1.630
C -2.72031 3.61858 3.56637 -1.11 -0.20 0.44 1.195
O -3.92035 3.76821 2.76900 -0.36 0.74 0.62 -0.401
C -4.03727 3.31605 1.54297 0.67 -0.89 -0.31 0.417
O -4.80978 3.73332 0.73497 -0.41 0.32 -0.17 -0.627
O -3.20511 2.27975 1.33733 0.63 0.02 -0.13 0.125
C -3.28707 1.70295 0.03236 -0.31 -0.43 -0.03 0.014
H -4.01655 3.22905 5.22748 0.35 0.16 0.09 0.351
H -3.60383 4.91824 4.95329 -0.21 0.51 0.32 0.492
H -2.37152 3.86128 5.72070 -0.70 0.01 -0.62 0.348
H -2.33642 2.61445 3.49463 0.33 -0.19 -0.26 -0.195
H -2.04925 4.37434 3.20749 0.75 0.12 -0.14 -0.177
H -4.34682 1.41894 -0.08549 0.63 0.05 -0.61 0.476
H -2.59874 0.85751 -0.02478 -0.40 -0.21 0.58 -0.484
H -2.91694 2.37074 -0.74242 -0.53 0.51 0.00 0.275
C -2.82987 -5.02326 -1.81016 -0.37 -0.55 -0.49 -0.895
C -3.65512 -4.27192 -0.80526 0.24 -0.44 1.26 0.411
O -4.06124 -5.19044 0.31457 0.35 0.57 -0.72 -0.432
C -3.16318 -5.43070 1.25927 0.30 1.10 -1.68 0.691
O -2.12560 -4.82213 1.36690 0.69 -0.01 0.14 -0.182
O -3.55610 -6.40871 2.01239 0.52 -1.08 1.52 -0.420
C -2.53569 -6.77510 2.99875 -0.43 -0.57 0.11 -0.435
H -3.32528 -5.96705 -2.04839 0.07 0.00 -0.14 0.426
H -1.84169 -5.26268 -1.39604 -0.18 0.19 -0.16 -0.200
H -2.73686 -4.44686 -2.74867 0.11 -0.17 0.48 0.392
H -4.64969 -3.96610 -1.07998 -0.05 0.32 -0.75 0.431
H -3.03919 -3.41827 -0.48942 -0.58 -0.23 0.56 -0.296
H -3.00422 -7.57130 3.59696 0.30 0.30 -0.36 0.266
H -2.28436 -5.94249 3.65006 -0.19 0.14 -0.10 0.119
H -1.60703 -7.11027 2.50704 -0.59 0.03 0.06 0.169
C 0.84955 -3.90322 -2.85521 0.76 -1.53 -1.09 -0.210
C 1.95705 -5.04981 -2.94292 -0.95 0.89 -0.42 -0.463
O 2.68322 -5.14970 -1.70129 -0.03 0.09 0.22 -0.380
C 2.14496 -5.66892 -0.59581 -1.04 -0.40 -1.55 0.806
O 2.63278 -5.59515 0.48429 0.38 0.09 0.47 -0.583
O 0.96894 -6.34268 -0.86072 2.20 1.66 -0.69 -0.336
C 0.52025 -7.02630 0.25602 -1.98 -0.93 0.02 -0.578
H -0.03659 -4.17795 -2.28017 0.44 -0.13 0.32 -0.307
H 0.44055 -3.66311 -3.85001 0.46 -0.14 0.11 0.542
H 1.34493 -3.03713 -2.47140 0.06 0.64 0.38 0.064
H 2.73995 -4.84026 -3.70060 -0.49 0.32 0.62 0.341
H 1.54068 -6.00612 -3.25332 -0.19 -0.10 0.38 0.320
H 1.23193 -7.73227 0.63130 0.62 -0.15 0.39 0.480
H -0.28163 -7.60064 -0.21407 -0.37 -0.14 0.72 0.295
H 0.13354 -6.35572 1.02769 0.13 -0.13 -0.02 0.027
C 0.33350 1.61860 0.67588 -0.26 -0.01 -0.87 0.348
C 0.16525 1.26046 -0.78556 -0.60 -1.27 -0.35 -0.024
O 0.57715 -0.12140 -1.04020 0.68 -0.45 0.16 -0.362
C -0.02384 -1.09483 -0.36354 -3.46 1.45 1.67 0.618
O -1.22289 -1.01218 0.04995 3.36 -0.56 -1.49 -0.823
O 0.83187 -2.04660 -0.09409 0.08 -0.69 -0.25 0.144
C 0.31633 -3.18244 0.61998 -1.52 0.20 0.90 0.142
H -0.51775 1.22135 1.21079 -0.21 0.30 0.44 -0.323
H 0.46187 2.69780 0.76303 -0.24 -0.02 0.26 0.206
H 1.21394 1.13109 1.05556 0.46 0.17 -0.01 -0.327
H 0.83567 1.77994 -1.45241 -0.04 0.51 -0.10 0.105
H -0.87951 1.27240 -1.13303 0.43 0.65 0.10 0.283
H -0.18409 -3.89282 -0.01936 0.19 -0.16 -0.72 -0.596
H -0.52691 -2.85573 1.26424 0.94 -0.08 -0.03 -0.141
H 1.10704 -3.69012 1.16482 0.19 0.42 -0.07 0.489
```
Positions in Å, forces in eV/Å.

=====

Q: Look up the largest force on an atom of the first one.
A: 4.36 eV/Å

=====

Q: Which value of largest force on an atom does entry 2 give?
A: 4.10 eV/Å

=====

Copy entry 1 word for word.
This record from the OMol25 dataset describes the ion C4H10N with charge +1 in a non-equilibrium geometry. The level of theory is ωB97M-V/def2-TZVPD.

## Properties
Relative energy (zero: lowest compared OMol25 entry of this formula, charge and spin) ... 1.962 eV
HOMO level ... -13.49 eV
SMILES ... C=CCC[NH3+]
Largest force on an atom ... 4.36 eV/Å
Total charge ... +1

The geometry in XYZ format:
```
15
Properties=species:S:1:pos:R:3:forces:R:3:mulliken_charge:R:1
C -0.31644 0.84198 0.56616 -0.33 -3.36 0.95 -0.637
C -0.19638 -0.68738 0.05397 -2.54 2.71 -1.81 -0.412
C 1.15974 -1.04521 0.17690 4.15 -0.99 0.91 -0.128
C 1.96021 -1.12166 -0.90171 -0.22 -0.61 -0.49 -0.862
N -1.69709 1.21414 0.18366 -0.37 0.85 -1.54 -0.261
H -0.11971 0.93061 1.66222 -0.92 -0.28 -0.62 0.345
H 0.40068 1.50503 0.18203 0.73 0.70 -1.32 0.406
H -0.97002 -1.34578 0.52766 0.71 0.60 -0.12 0.383
H -0.37837 -0.64242 -1.09067 -0.28 -0.12 1.74 0.319
H 1.57600 -1.09853 1.26126 -0.46 -0.22 -2.09 0.274
H 2.98455 -1.40535 -0.89833 0.88 0.03 0.95 0.294
H 1.73489 -1.07033 -1.99953 -0.96 0.25 1.27 0.202
H -1.79138 1.57718 -0.82098 0.30 -0.66 1.70 0.391
H -2.33984 0.42676 0.28995 0.11 -0.08 -0.07 0.345
H -2.00685 1.92095 0.80741 -0.78 1.19 0.54 0.340
```
Positions in Å, forces in eV/Å.

=====

Q: Among the records above, which one has the lowest HOMO level?
A: C4H10N